# 1
Formula: C18H36O5S
Source: the Open Molecules 2025 dataset
Level of theory: ωB97M-V/def2-TZVPD

The total charge is 0. For the HOMO-LUMO gap, the calculation gives 9.17 eV. The value obtained for the lowest unoccupied orbital energy is 0.51 eV. The calculation puts the largest force on an atom at 2.977 eV Å⁻¹. Its total energy is -40321.3009 eV. The multiplicity is 1. As for the HOMO energy: -8.664 eV.

Last columns: bonded neighbours and bond lengths (Å).
Cartesian coordinates (Å):
1 C 2.986 3.479 0.543  H4 1.084, C29 1.532, S42 1.824, H45 1.080
2 O -4.844 1.773 -2.383  C38 1.236
3 H 1.766 -4.668 0.790  C7 1.087
4 H 3.193 4.521 0.756  C1 1.084
5 H -0.914 -0.458 1.173  C28 1.087
6 H 1.343 2.188 1.019  C29 1.084
7 C 1.054 -4.937 1.567  H3 1.087, C22 1.509, H27 1.091, H37 1.091
8 O -4.072 0.229 -0.937  C15 1.425, C38 1.365
9 C -2.996 -0.858 0.978  C15 1.529, C28 1.531, H31 1.089, H44 1.085
10 H 0.331 2.563 -2.483  C35 1.091
11 O 3.369 -0.364 -0.938  C17 1.410, C54 1.424
12 H -1.926 -2.116 -0.939  C41 1.088
13 C 0.688 3.547 -0.556  H25 1.089, C29 1.519, H33 1.088, C35 1.545
14 H -4.325 0.848 1.046  C15 1.085
15 C -4.186 -0.052 0.456  O8 1.425, C9 1.529, H14 1.085, H56 1.087
16 C -0.533 -3.865 3.284  H19 1.091, C22 1.509, H36 1.087, H46 1.091
17 C 4.105 -1.481 -0.492  O11 1.410, H18 1.082, H53 1.092, H57 1.093
18 H 5.135 -1.353 -0.796  C17 1.082
19 H -1.392 -4.424 2.912  C16 1.091
20 H 4.484 1.591 0.895  S42 1.338
21 H -1.633 0.151 -2.228  C58 1.087
22 C 0.481 -3.683 2.181  C7 1.509, C16 1.509, O23 1.208
23 O 0.817 -2.585 1.807  C22 1.208
24 H -2.936 3.172 -1.169  C32 1.083
25 H -0.368 3.333 -0.400  C13 1.089
26 H 1.702 -1.390 -0.402  C54 1.085
27 H 0.255 -5.537 1.129  C7 1.091
28 C -1.651 -0.448 0.373  H5 1.087, C9 1.531, C41 1.547, H52 1.085
29 C 1.485 3.212 0.693  C1 1.532, H6 1.084, C13 1.519, H43 1.089
30 H -0.282 -1.897 -0.423  C41 1.084
31 H -2.947 -0.664 2.049  C9 1.089
32 C -3.620 2.637 -0.522  H24 1.083, C38 1.511, H48 1.084, H51 1.083
33 H 0.747 4.616 -0.750  C13 1.088
34 H -1.139 -1.368 -2.896  C58 1.088
35 C 1.167 2.811 -1.827  H10 1.091, C13 1.545, O55 1.408, H60 1.086
36 H -0.864 -2.891 3.637  C16 1.087
37 H 1.562 -5.529 2.329  C7 1.091
38 C -4.243 1.524 -1.332  O2 1.236, O8 1.365, C32 1.511
39 H 0.493 0.540 -3.183  C40 1.088
40 C 0.519 -0.160 -2.351  H39 1.088, H49 1.086, C58 1.532, C59 1.535
41 C -1.158 -1.363 -0.773  H12 1.088, C28 1.547, H30 1.084, C58 1.533
42 S 3.962 2.496 1.730  C1 1.824, H20 1.338
43 H 1.106 3.829 1.505  C29 1.089
44 H -3.181 -1.921 0.867  C9 1.085
45 H 3.349 3.215 -0.440  C1 1.080
46 H -0.088 -4.415 4.115  C16 1.091
47 H 0.379 0.890 -0.469  C59 1.089
48 H -4.411 3.317 -0.225  C32 1.084
49 H 1.149 -0.989 -2.657  C40 1.086
50 H 2.158 -0.017 0.674  C54 1.091
51 H -3.095 2.324 0.372  C32 1.083
52 H -1.692 0.570 -0.002  C28 1.085
53 H 4.032 -1.570 0.594  C17 1.092
54 C 2.070 -0.371 -0.355  O11 1.424, H26 1.085, H50 1.091, C59 1.531
55 O 1.939 1.664 -1.565  C35 1.408, C59 1.412
56 H -5.083 -0.651 0.591  C15 1.087
57 H 3.707 -2.409 -0.910  C17 1.093
58 C -0.911 -0.653 -2.109  H21 1.087, H34 1.088, C40 1.532, C41 1.533
59 C 1.158 0.561 -1.156  C40 1.535, H47 1.089, C54 1.531, O55 1.412
60 H 1.798 3.485 -2.399  C35 1.086

natural (NBO) atomic charge list, values in e, 6 entries: atom 1 (C): -0.510, atom 2 (O): -0.564, atom 3 (H): 0.235, atom 4 (H): 0.210, atom 5 (H): 0.222, atom 6 (H): 0.211

---

# 2
Formula: C18H36O8S
Source: the Open Molecules 2025 dataset
Level of theory: ωB97M-V/def2-TZVPD

The calculation puts the relative energy (zero: lowest compared OMol25 entry of this formula, charge and spin) at 238.5 kJ/mol. The total charge is 0. For the HOMO-LUMO gap, the calculation gives 10.11 eV. The value obtained for the lowest unoccupied orbital energy is 0.54 eV. The calculation puts the largest force on an atom at 5.262 eV Å⁻¹. Its total energy is -46461.2644 eV. The multiplicity is 1. As for the HOMO energy: -9.576 eV.

Last columns: bonded neighbours and bond lengths (Å).
Cartesian coordinates (Å):
1 H 1.312 -3.677 -4.227  C26 1.096
2 O 2.373 -0.085 -0.955  C3 1.436, C62 1.435
3 C 1.296 -0.196 -1.898  O2 1.436, H9 1.095, C21 1.516, H29 1.093
4 H -2.685 -0.443 4.397  C36 1.149
5 C -0.826 0.998 1.886  C18 1.594, H19 1.162, C20 1.584, H32 1.151
6 O 0.846 3.346 3.001  C11 1.435, C56 1.435
7 O -5.830 -2.123 2.781  H27 0.990, S38 1.687
8 H -0.177 -3.144 -3.418  C26 1.092
9 H 0.931 -1.228 -1.869  C3 1.095
10 H 3.985 0.168 -3.826  C42 1.091
11 C 2.074 3.777 2.396  O6 1.435, H41 1.095, H44 1.092, C61 1.516
12 H 0.862 0.009 2.940  C18 1.137
13 O -5.755 0.383 2.024  S38 1.494
14 H 1.062 0.146 1.101  C18 1.160
15 H -3.840 0.753 3.666  C36 1.151
16 H -0.984 -4.763 -7.167  C49 1.091
17 O -5.144 -1.369 0.397  S38 1.512
18 C 0.316 -0.113 1.950  C5 1.594, H12 1.137, H14 1.160, O37 1.457
19 H -0.276 2.008 1.719  C5 1.162
20 C -1.707 1.159 3.192  C5 1.584, H24 1.150, C36 1.582, H60 1.146
21 C 1.867 0.147 -3.259  C3 1.516, H25 1.091, C42 1.513, H63 1.095
22 C -0.487 -4.574 -5.039  C26 1.516, H28 1.091, C49 1.513, H53 1.095
23 H -2.712 -0.833 1.315  C30 1.128
24 H -0.992 1.078 4.090  C20 1.150
25 H 1.329 -0.330 -4.079  C21 1.091
26 C 0.256 -3.429 -4.380  H1 1.096, H8 1.092, C22 1.516, O46 1.434
27 H -5.526 -1.910 3.699  O7 0.990
28 H -0.135 -5.554 -4.713  C22 1.091
29 H 0.481 0.470 -1.604  C3 1.093
30 C -3.257 -0.898 2.301  H23 1.128, H31 1.150, C36 1.576, S38 1.879
31 H -3.053 -1.952 2.712  C30 1.150
32 H -1.439 0.848 0.923  C5 1.151
33 C 1.693 5.172 4.253  H45 1.095, H48 1.091, C56 1.516, C61 1.513
34 H 3.957 1.065 -1.579  C62 1.096
35 H 3.362 -1.394 -3.271  C42 1.095
36 C -2.894 0.141 3.430  H4 1.149, H15 1.151, C20 1.582, C30 1.576
37 O -0.198 -1.454 1.703  C18 1.457, C51 1.403
38 S -5.080 -0.938 1.845  O7 1.687, O13 1.494, O17 1.512, C30 1.879
39 H 3.391 5.450 2.893  C61 1.091
40 C -0.286 -2.783 -6.554  O46 1.434, C49 1.516, H55 1.095, H57 1.092
41 H 2.866 3.094 2.721  C11 1.095
42 C 3.303 -0.311 -3.123  H10 1.091, C21 1.513, H35 1.095, C62 1.517
43 H 0.187 3.743 4.929  C56 1.092
44 H 1.988 3.717 1.308  C11 1.092
45 H 2.372 4.704 4.973  C33 1.095
46 O 0.193 -2.318 -5.285  C26 1.434, C40 1.434
47 H 4.354 -0.633 -1.237  C62 1.092
48 H 1.428 6.162 4.628  C33 1.091
49 C -0.249 -4.299 -6.508  H16 1.091, C22 1.513, C40 1.516, H52 1.095
50 H 1.810 5.907 2.239  C61 1.095
51 C -0.127 -2.272 2.841  O37 1.403, O54 1.240, H58 1.146
52 H 0.744 -4.657 -6.796  C49 1.095
53 H -1.557 -4.503 -4.816  C22 1.095
54 O -0.518 -1.970 3.979  C51 1.240
55 H -1.309 -2.414 -6.683  C40 1.095
56 C 0.486 4.283 4.027  O6 1.435, C33 1.516, H43 1.092, H59 1.095
57 H 0.335 -2.373 -7.354  C40 1.092
58 H 0.283 -3.331 2.692  C51 1.146
59 H -0.372 4.861 3.667  C56 1.095
60 H -2.106 2.232 3.234  C20 1.146
61 C 2.331 5.190 2.882  C11 1.516, C33 1.513, H39 1.091, H50 1.095
62 C 3.607 0.031 -1.677  O2 1.435, H34 1.096, C42 1.517, H47 1.092
63 H 1.837 1.231 -3.414  C21 1.095

natural (NBO) atomic charge list, values in e, 6 entries: atom 1 (H): 0.163, atom 2 (O): -0.551, atom 3 (C): -0.067, atom 4 (H): 0.228, atom 5 (C): -0.450, atom 6 (O): -0.552

---

# 3
Formula: C18H37BF4N5O5
Source: the Open Molecules 2025 dataset
Level of theory: ωB97M-V/def2-TZVPD

The total charge is -1. For the HOMO-LUMO gap, the calculation gives 7.15 eV. The value obtained for the lowest unoccupied orbital energy is 2.56 eV. The calculation puts the largest force on an atom at 1.179 eV Å⁻¹. Its total energy is -48505.4325 eV. The multiplicity is 1. As for the HOMO energy: -4.587 eV.

Last columns: bonded neighbours and bond lengths (Å).
Cartesian coordinates (Å):
1 C 2.610 0.665 4.098  N17 1.361, N22 1.373, O26 1.219
2 H 2.096 -1.790 0.146  C50 1.093
3 H -3.033 -0.784 1.393  C58 1.087
4 H -5.170 1.429 -2.043  N16 1.015
5 O -0.754 -1.729 -0.854  C24 1.421, B62 1.534
6 H 1.350 -0.136 2.726  N17 1.008
7 O -0.383 0.563 -0.516  C53 1.393, B62 1.509
8 F 4.076 -0.844 -4.364  C40 1.360
9 C 4.561 4.036 0.848  N21 1.382, N37 1.364, O60 1.216
10 F 3.050 -2.704 -4.036  C40 1.355
11 H 2.135 0.976 1.187  C27 1.087
12 H 0.994 -0.971 1.226  C50 1.096
13 H -3.374 -4.179 2.323  C32 1.084
14 C -3.071 -1.777 -1.357  H15 1.087, C24 1.543, C30 1.526, H38 1.093
15 H -2.672 -2.736 -1.678  C14 1.087
16 N -4.749 2.299 -1.735  H4 1.015, H41 1.015, C56 1.486
17 N 1.559 -0.107 3.712  C1 1.361, H6 1.008, H42 1.001
18 H -5.134 -2.819 -2.644  C39 1.084
19 C 3.947 0.028 0.474  C27 1.537, H31 1.091, H54 1.086, H63 1.086
20 H -2.150 2.185 -0.040  C49 1.088
21 N 4.756 5.387 0.634  C9 1.382, H36 1.001, H67 1.001
22 N 2.900 0.661 5.440  C1 1.373, H28 1.001, H43 1.001
23 H 0.437 -1.500 -2.977  C51 1.090
24 C -1.979 -1.096 -0.505  O5 1.421, C14 1.543, C53 1.542, C58 1.527
25 C -2.129 -2.692 1.416  C32 1.473, O33 1.412, C58 1.517, H64 1.082
26 O 3.256 1.308 3.290  C1 1.219
27 C 2.450 0.352 0.354  H11 1.087, C19 1.537, C50 1.551, H57 1.089
28 H 2.384 0.130 6.114  N22 1.001
29 H -6.410 -2.615 -1.404  C39 1.088
30 C -4.449 -2.024 -0.750  C14 1.526, C39 1.521, H65 1.090, F66 1.393
31 H 4.097 -1.050 0.402  C19 1.091
32 C -3.064 -3.149 2.458  H13 1.084, C25 1.473, O33 1.420, H59 1.079
33 O -1.675 -3.004 2.716  C25 1.412, C32 1.420
34 H 4.466 4.307 2.916  N37 1.001
35 H 2.838 -1.617 -1.921  C46 1.088
36 H 4.817 6.060 1.372  N21 1.001
37 N 4.436 3.661 2.153  C9 1.364, H34 1.001, H70 1.013
38 H -3.215 -1.190 -2.267  C14 1.093
39 C -5.501 -2.198 -1.835  H18 1.084, H29 1.088, C30 1.521, H44 1.088
40 C 2.877 -1.362 -3.985  F8 1.360, F10 1.355, C46 1.508, F55 1.342
41 H -5.045 2.969 -2.438  N16 1.015
42 H 1.012 -0.660 4.343  N17 1.001
43 H 3.679 1.213 5.743  N22 1.001
44 H -5.749 -1.204 -2.202  C39 1.088
45 H 0.645 0.241 -2.930  C51 1.093
46 C 2.449 -0.881 -2.621  H35 1.088, C40 1.508, C51 1.524, H52 1.087
47 H -3.037 1.593 -2.779  C56 1.091
48 H -2.839 3.133 -1.977  C56 1.088
49 C -2.662 1.444 -0.651  H20 1.088, C53 1.525, C56 1.532, H68 1.089
50 C 1.508 -0.876 0.263  H2 1.093, H12 1.096, C27 1.551, B62 1.628
51 C 0.946 -0.694 -2.450  H23 1.090, H45 1.093, C46 1.524, B62 1.662
52 H 2.997 0.040 -2.439  C46 1.087
53 C -1.673 0.335 -0.990  O7 1.393, C24 1.542, C49 1.525, H69 1.102
54 H 4.548 0.483 -0.309  C19 1.086
55 F 2.031 -1.065 -4.985  C40 1.342
56 C -3.276 2.144 -1.868  N16 1.486, H47 1.091, H48 1.088, C49 1.532
57 H 2.299 0.973 -0.528  C27 1.089
58 C -2.120 -1.230 1.009  H3 1.087, C24 1.527, C25 1.517, H61 1.086
59 H -3.682 -2.424 2.964  C32 1.079
60 O 4.470 3.248 -0.074  C9 1.216
61 H -1.247 -0.778 1.471  C58 1.086
62 B 0.373 -0.689 -0.890  O5 1.534, O7 1.509, C50 1.628, C51 1.662
63 H 4.357 0.339 1.431  C19 1.086
64 H -1.891 -3.401 0.635  C25 1.082
65 H -4.411 -2.938 -0.157  C30 1.090
66 F -4.871 -0.962 0.047  C30 1.393
67 H 4.829 5.692 -0.317  N21 1.001
68 H -3.482 1.059 -0.047  C49 1.089
69 H -1.603 0.241 -2.086  C53 1.102
70 H 4.265 2.680 2.342  N37 1.013

natural (NBO) atomic charge list, values in e, 6 entries: atom 1 (C): 0.789, atom 2 (H): 0.185, atom 3 (H): 0.210, atom 4 (H): 0.341, atom 5 (O): -0.765, atom 6 (H): 0.434